(1)
Below is C45H34Cl5F2KN6O3 as an isolated structure, with properties calculated with the ωB97M-V functional and the def2-TZVPD basis.

Atoms and positions in Å:
1 K 0.234 0.464 -0.181
2 C -3.800 -2.384 3.228
3 C -2.877 -2.159 2.189
4 N -3.033 -1.242 1.267
5 C -4.121 -0.437 1.311
6 C -5.133 -0.606 2.296
7 C -4.926 -1.615 3.265
8 C -6.284 0.213 2.306
9 C -6.391 1.190 1.341
10 C -5.410 1.402 0.378
11 C -4.215 0.645 0.326
12 N -3.172 0.894 -0.460
13 C -3.300 1.643 -1.588
14 C -4.337 1.509 -2.509
15 C -4.383 2.242 -3.702
16 C -3.412 3.151 -4.027
17 C -2.329 3.334 -3.134
18 C -1.280 4.249 -3.393
19 C -0.256 4.385 -2.505
20 C -0.266 3.588 -1.339
21 N -1.219 2.735 -1.069
22 C -2.257 2.590 -1.933
23 H -3.605 -3.145 3.974
24 H -1.965 -2.743 2.137
25 H -5.672 -1.753 4.041
26 H -7.046 0.066 3.062
27 H -7.265 1.834 1.335
28 H -5.532 2.210 -0.330
29 H -5.119 0.792 -2.291
30 H -5.211 2.077 -4.384
31 H -3.447 3.718 -4.950
32 H -1.306 4.827 -4.312
33 H 0.566 5.067 -2.684
34 H 0.542 3.631 -0.609
35 O 1.923 -1.907 2.037
36 C 1.798 -1.352 3.318
37 C 0.509 -0.590 3.561
38 C 0.103 -0.324 4.869
39 C -1.018 0.456 5.078
40 C -1.699 0.957 3.976
41 C -1.229 0.628 2.716
42 N -0.162 -0.145 2.510
43 H 1.484 -2.775 2.022
44 H 2.616 -0.635 3.448
45 H 1.905 -2.114 4.101
46 H 0.672 -0.723 5.701
47 H -1.355 0.678 6.083
48 H -2.578 1.580 4.080
49 H -1.738 0.997 1.830
50 F 2.542 3.306 4.995
51 C 2.730 3.150 3.644
52 C 1.672 2.797 2.837
53 C 1.819 2.622 1.447
54 C 3.125 2.849 0.946
55 C 4.164 3.198 1.801
56 F 5.446 3.371 1.330
57 C 4.009 3.357 3.163
58 C 3.369 2.680 -0.518
59 C 4.267 3.475 -1.242
60 C 4.419 3.265 -2.600
61 C 3.681 2.269 -3.222
62 C 2.806 1.536 -2.437
63 N 2.649 1.736 -1.131
64 H 0.709 2.643 3.323
65 H 4.839 3.610 3.805
66 H 4.827 4.247 -0.736
67 H 5.108 3.880 -3.169
68 H 3.771 2.065 -4.281
69 H 2.189 0.751 -2.864
70 Cl 3.584 -4.106 -6.416
71 C 2.717 -3.217 -5.204
72 C 3.256 -3.035 -3.928
73 Cl 4.813 -3.708 -3.565
74 C 2.569 -2.332 -2.958
75 Cl 3.220 -2.106 -1.375
76 C 1.276 -1.749 -3.191
77 O 0.649 -1.116 -2.312
78 C 0.767 -1.963 -4.516
79 Cl -0.785 -1.279 -4.849
80 C 1.464 -2.670 -5.477
81 Cl 0.774 -2.887 -7.056
82 C -0.263 -3.109 -0.393
83 N -0.957 -4.181 0.314
84 C -2.216 -4.563 -0.295
85 C -0.471 -4.714 1.444
86 C -1.322 -5.739 2.170
87 O 0.623 -4.408 1.927
88 H 0.221 -3.494 -1.292
89 H 0.487 -2.651 0.240
90 H -0.995 -2.357 -0.687
91 H -2.067 -4.659 -1.372
92 H -2.975 -3.795 -0.124
93 H -2.571 -5.518 0.081
94 H -1.258 -6.704 1.661
95 H -2.370 -5.454 2.244
96 H -0.903 -5.849 3.167

As for the relative energy (zero: lowest compared OMol25 entry of this formula, charge and spin): 9.4 kcal per mole. The calculation puts the gap between HOMO and LUMO at 5.535 eV. Its net charge is -2. The calculation puts the largest force on an atom at 0.2 eV Å⁻¹.

(2)
Below is C45H35ClN8O7S2SeSiTa as an isolated structure, with properties calculated with the ωB97M-V functional and the def2-TZVPD basis.

Atoms and positions in Å:
1 Ta -0.960 -0.394 -0.661
2 C 2.070 1.614 1.977
3 C 1.398 2.405 2.901
4 C 0.036 2.283 2.986
5 C -0.657 1.392 2.147
6 N -0.016 0.721 1.174
7 C 1.331 0.810 1.146
8 N -1.966 1.199 2.482
9 C -2.769 0.390 1.891
10 N -2.686 -0.256 0.676
11 C -3.923 -0.841 0.441
12 N -4.469 -1.285 -0.632
13 C -3.938 -1.171 -1.891
14 C -4.833 -1.447 -2.942
15 C -4.435 -1.310 -4.243
16 C -3.133 -0.883 -4.504
17 C -2.311 -0.631 -3.440
18 N -2.684 -0.782 -2.153
19 C -4.742 -0.750 1.667
20 C -5.982 -1.272 1.982
21 C -6.504 -0.946 3.226
22 C -5.813 -0.108 4.103
23 C -4.575 0.420 3.764
24 C -4.058 0.070 2.533
25 H 3.146 1.637 1.872
26 H 1.935 3.079 3.557
27 H -0.552 2.814 3.720
28 H 1.822 0.210 0.401
29 H -5.828 -1.762 -2.665
30 H -5.121 -1.524 -5.053
31 H -2.756 -0.747 -5.507
32 H -1.302 -0.284 -3.600
33 H -6.507 -1.912 1.286
34 H -7.463 -1.349 3.527
35 H -6.249 0.123 5.067
36 H -4.022 1.063 4.436
37 O -2.292 -3.774 -2.414
38 Cl -1.326 -3.343 -1.465
39 O -0.529 -4.413 -0.996
40 O -1.970 -2.634 -0.358
41 O -0.469 -2.287 -2.066
42 N 2.146 0.818 7.588
43 C 1.373 0.042 6.713
44 C 0.206 0.563 6.153
45 C -0.578 -0.210 5.317
46 C -0.210 -1.519 5.034
47 C 0.938 -2.052 5.599
48 C 1.726 -1.276 6.434
49 S -1.190 -2.470 3.900
50 O -2.564 -2.161 4.188
51 O -0.752 -3.842 4.028
52 N -0.843 -1.826 2.477
53 C 0.186 -2.279 1.773
54 S 1.400 -3.447 2.289
55 C 2.257 -3.223 0.804
56 C 1.595 -2.372 0.008
57 N 0.443 -1.828 0.543
58 H 2.057 1.811 7.440
59 H 3.115 0.543 7.631
60 H -0.083 1.585 6.375
61 H -1.474 0.199 4.867
62 H 1.204 -3.078 5.383
63 H 2.623 -1.695 6.877
64 H 3.144 -3.785 0.567
65 H 1.864 -2.101 -0.997
66 Se -1.471 1.849 -1.383
67 O 0.828 -0.105 -1.508
68 Si 1.698 0.840 -2.510
69 C 0.856 1.084 -4.170
70 C 0.395 2.330 -4.595
71 C -0.253 2.476 -5.814
72 C -0.450 1.373 -6.634
73 C -0.001 0.123 -6.229
74 C 0.644 -0.016 -5.008
75 C 2.315 2.499 -1.848
76 C 1.692 3.287 -0.878
77 C 2.234 4.500 -0.476
78 C 3.412 4.964 -1.043
79 C 4.049 4.201 -2.012
80 C 3.508 2.983 -2.399
81 C 3.299 -0.124 -2.829
82 C 3.885 -0.280 -4.085
83 C 5.087 -0.960 -4.248
84 C 5.733 -1.502 -3.148
85 C 5.175 -1.353 -1.884
86 C 3.979 -0.668 -1.734
87 H 0.526 3.192 -3.951
88 H -0.615 3.450 -6.119
89 H -0.959 1.486 -7.584
90 H -0.158 -0.743 -6.860
91 H 0.971 -1.002 -4.692
92 H 0.758 2.955 -0.444
93 H 1.726 5.085 0.282
94 H 3.832 5.914 -0.733
95 H 4.971 4.548 -2.462
96 H 4.036 2.395 -3.142
97 H 3.401 0.140 -4.960
98 H 5.516 -1.067 -5.237
99 H 6.667 -2.037 -3.272
100 H 5.670 -1.772 -1.016
101 H 3.563 -0.568 -0.737

As for the relative energy (zero: lowest compared OMol25 entry of this formula, charge and spin): 37.6 kcal per mole. The calculation puts the gap between HOMO and LUMO at 6.497 eV. Its net charge is -1. The calculation puts the largest force on an atom at 0.8 eV Å⁻¹.

(3)
Below is C45H35N6O4S2Y as an isolated structure, with properties calculated with the ωB97M-V functional and the def2-TZVPD basis.

Atoms and positions in Å:
1 Y 0.515 0.717 -1.466
2 O 0.780 4.151 1.646
3 C 0.684 3.091 1.042
4 N 1.328 2.700 -0.084
5 C 2.505 3.328 -0.356
6 O 3.279 3.866 0.420
7 C 2.867 3.312 -1.825
8 C 3.744 4.274 -2.317
9 C 4.005 4.295 -3.672
10 C 3.407 3.340 -4.482
11 C 2.573 2.403 -3.900
12 N 2.299 2.393 -2.597
13 C -0.326 2.086 1.557
14 C -0.766 2.193 2.872
15 C -1.708 1.295 3.332
16 C -2.214 0.350 2.453
17 C -1.729 0.322 1.157
18 N -0.782 1.157 0.722
19 H 4.186 4.968 -1.618
20 H 4.665 5.042 -4.094
21 H 3.583 3.310 -5.548
22 H 2.114 1.617 -4.486
23 H -0.353 2.981 3.484
24 H -2.052 1.332 4.358
25 H -2.959 -0.371 2.760
26 H -2.126 -0.376 0.441
27 C -2.848 5.684 0.657
28 C -2.064 6.018 -0.439
29 C -1.651 5.038 -1.326
30 C -2.017 3.719 -1.099
31 C -2.793 3.373 -0.004
32 C -3.218 4.363 0.869
33 N -1.554 2.674 -1.970
34 N -1.718 2.956 -3.184
35 C -1.224 1.984 -4.119
36 C -1.711 2.193 -5.410
37 C -1.319 1.337 -6.422
38 C -0.434 0.307 -6.110
39 C 0.048 0.151 -4.816
40 C -0.319 0.988 -3.744
41 H -3.155 6.452 1.357
42 H -1.755 7.044 -0.595
43 H -1.026 5.274 -2.177
44 H -3.064 2.338 0.154
45 H -3.820 4.092 1.726
46 H -2.388 3.019 -5.592
47 H -1.689 1.468 -7.433
48 H -0.110 -0.377 -6.888
49 H 0.738 -0.668 -4.625
50 S 1.884 -0.582 0.643
51 C 3.062 -1.708 0.002
52 C 3.760 -2.528 0.895
53 C 4.687 -3.465 0.476
54 C 4.945 -3.603 -0.885
55 C 4.273 -2.793 -1.784
56 C 3.336 -1.840 -1.379
57 S 2.553 -0.862 -2.615
58 H 3.539 -2.417 1.949
59 H 5.197 -4.086 1.203
60 H 5.662 -4.334 -1.243
61 H 4.465 -2.890 -2.847
62 C -0.594 -2.168 5.958
63 C -1.682 -2.639 5.033
64 C -2.955 -2.860 5.544
65 C -3.988 -3.235 4.698
66 C -3.732 -3.442 3.358
67 C -2.449 -3.249 2.828
68 N -2.299 -3.462 1.461
69 C -1.129 -3.865 0.813
70 C -0.346 -4.882 1.359
71 C 0.832 -5.265 0.740
72 C 1.246 -4.646 -0.433
73 C 0.469 -3.636 -0.976
74 C -0.725 -3.246 -0.381
75 C -1.499 -2.084 -0.965
76 O -2.739 -2.044 -0.824
77 O -0.811 -1.191 -1.534
78 C -1.418 -2.790 3.665
79 C -0.087 -2.353 3.126
80 H -0.898 -2.292 6.999
81 H -0.363 -1.112 5.800
82 H 0.336 -2.715 5.800
83 H -3.137 -2.725 6.603
84 H -4.987 -3.391 5.087
85 H -4.512 -3.777 2.688
86 H -2.943 -2.980 0.830
87 H -0.662 -5.348 2.286
88 H 1.445 -6.036 1.191
89 H 2.196 -4.897 -0.884
90 H 0.807 -3.086 -1.845
91 H 0.689 -3.114 3.248
92 H 0.253 -1.453 3.638
93 H -0.110 -2.111 2.066

As for the relative energy (zero: lowest compared OMol25 entry of this formula, charge and spin): 9.8 kcal per mole. The calculation puts the gap between HOMO and LUMO at 5.493 eV. Its net charge is -2. The calculation puts the largest force on an atom at 1.1 eV Å⁻¹.

What is the net charge in the third record? -2

Among the records above, which one has the highest net charge? C45H35ClN8O7S2SeSiTa

Which formula does entry 3 have? C45H35N6O4S2Y

net charge of number 2 (C45H35ClN8O7S2SeSiTa)? -1